A cluster of 2 separate species, C5H13N in total. Source: the OMol25 dataset; level of theory: the ωB97M-V functional and the def2-TZVPD basis.

* lowest unoccupied orbital energy (spin up / spin down): 0.14785 / 0.14892 Ha
* multiplicity: 2
* net charge: -1
* <S²>: 0.751

Bonds (Å) are listed after each position.
Element x y z (Å)
1 C -3.7012 0.9535 -0.7227  C2 1.500, H4 1.106, H5 1.094, H6 1.112
2 C -3.6059 0.0510 0.4713  C1 1.500, C3 1.351, H7 1.083
3 C -2.6899 -0.9408 0.5117  C2 1.351, H8 1.084, H9 1.084
4 H -2.9605 0.5559 -1.4421  C1 1.106
5 H -4.6873 1.0818 -1.1787  C1 1.094
6 H -3.2206 1.9369 -0.5295  C1 1.112
7 H -4.2715 0.2888 1.2913  C2 1.083
8 H -2.3381 -1.2726 1.4816  C3 1.084
9 H -2.0705 -0.9893 -0.3760  C3 1.084
10 C 2.9330 0.6756 0.9578  N11 1.490, H13 1.093, H14 1.092, H15 1.076
11 N 2.3457 -0.5364 0.3195  C10 1.490, C12 1.478, H16 1.013
12 C 3.2492 -1.0063 -0.7512  N11 1.478, H17 1.122, H18 1.096, H19 1.087
13 H 2.9777 1.4481 0.1865  C10 1.093
14 H 2.2413 0.9279 1.7648  C10 1.092
15 H 3.8739 0.3322 1.3509  C10 1.076
16 H 1.3897 -0.4317 -0.0001  N11 1.013
17 H 3.1883 -0.3010 -1.6211  C12 1.122
18 H 3.0913 -1.9121 -1.3478  C12 1.096
19 H 4.2555 -0.8617 -0.3662  C12 1.087

Atomic partial charges in e from the Löwdin method, atoms 1 to 4:
1. C -0.2438
2. C -0.3092
3. C -0.1240
4. H 0.0314

***

The molecule C5H13N. Source: the OMol25 dataset; level of theory: the ωB97M-V functional and the def2-TZVPD basis.

* lowest unoccupied orbital energy: 0.03720 Ha
* structure (SMILES): CC(C)[C@@H](C)N

Bonds (Å) are listed after each position.
Element x y z (Å)
1 C -1.7179 -0.9533 -0.2954  C2 1.549, H7 1.100, H8 1.072, H9 1.130
2 C -0.6526 0.1593 -0.4601  C1 1.549, C3 1.520, C4 1.526, H10 1.168
3 C -0.9930 1.3193 0.4616  C2 1.520, H11 1.138, H12 1.194, H13 1.129
4 C 0.6813 -0.4416 -0.0264  C2 1.526, C5 1.531, N6 1.419, H14 1.070
5 C 1.8428 0.2487 -0.7456  C4 1.531, H15 1.236, H16 1.165, H17 1.110
6 N 0.7352 -0.5905 1.3843  C4 1.419, H18 1.049, H19 1.113
7 H -2.7636 -0.6868 -0.5094  C1 1.100
8 H -1.5570 -1.2107 0.7325  C1 1.072
9 H -1.4359 -1.8142 -0.9699  C1 1.130
10 H -0.5672 0.3600 -1.6076  C2 1.168
11 H -0.7655 0.9886 1.5269  C3 1.138
12 H -0.3514 2.3206 0.3548  C3 1.194
13 H -2.0808 1.5856 0.3209  C3 1.129
14 H 0.7099 -1.3728 -0.5521  C4 1.070
15 H 1.6293 -0.0085 -1.9351  C5 1.236
16 H 1.8742 1.4118 -0.6878  C5 1.165
17 H 2.7750 -0.2445 -0.3990  C5 1.110
18 H 1.3990 -1.3756 1.5924  N6 1.049
19 H 1.2383 0.3045 1.8150  N6 1.113

Atomic partial charges in e from the Löwdin method, atoms 1 to 4:
1. C -0.0874
2. C -0.4392
3. C -0.1066
4. C -0.5620

***

The molecule C5H13N. Source: the OMol25 dataset; level of theory: the ωB97M-V functional and the def2-TZVPD basis.

* lowest unoccupied orbital energy: 0.04186 Ha
* structure (SMILES): CCNC(C)C

Bonds (Å) are listed after each position.
Element x y z (Å)
1 C 0.3003 2.2351 0.4469  C2 1.513, H7 1.084, H8 1.099, H9 1.096
2 C -0.5381 1.2271 1.2027  C1 1.513, N3 1.468, H10 1.095, H11 1.090
3 N -0.2903 -0.1796 0.8644  C2 1.468, C4 1.473, H12 1.004
4 C -0.1402 -0.6279 -0.5310  N3 1.473, C5 1.533, C6 1.538, H13 1.067
5 C 1.2806 -1.1805 -0.6907  C4 1.533, H14 1.087, H15 1.090, H16 1.109
6 C -1.2028 -1.7036 -0.8145  C4 1.538, H17 1.088, H18 1.086, H19 1.097
7 H 0.2704 2.2222 -0.6365  C1 1.084
8 H -0.0143 3.2545 0.7113  C1 1.099
9 H 1.3617 2.2288 0.7197  C1 1.096
10 H -1.5970 1.4645 1.0575  C2 1.095
11 H -0.3648 1.2600 2.2788  C2 1.090
12 H 0.2691 -0.6218 1.5711  N3 1.004
13 H -0.2484 0.2766 -1.0871  C4 1.067
14 H 1.4454 -2.2539 -0.7338  C5 1.087
15 H 1.9964 -0.7010 -0.0228  C5 1.090
16 H 1.7360 -0.9439 -1.6741  C5 1.109
17 H -2.0974 -1.2391 -1.2246  C6 1.088
18 H -1.3155 -2.2718 0.1040  C6 1.086
19 H -0.8512 -2.4458 -1.5413  C6 1.097

Atomic partial charges in e from the Löwdin method, atoms 1 to 4:
1. C -0.1131
2. C -0.2738
3. N -0.0833
4. C -0.4266

***

The molecule C5H13N. Source: the OMol25 dataset; level of theory: the ωB97M-V functional and the def2-TZVPD basis.

* lowest unoccupied orbital energy: 0.04101 Ha
* structure (SMILES): CCN(C)CC

Bonds (Å) are listed after each position.
Element x y z (Å)
1 C 1.3837 1.1817 1.1581  C2 1.549, H7 1.083, H8 1.079, H9 1.099
2 C 0.8686 1.0729 -0.2988  C1 1.549, N3 1.471, H10 1.087, H11 1.088
3 N -0.3327 0.2232 -0.3052  C2 1.471, C4 1.425, C5 1.479
4 C -1.6210 0.8134 -0.4564  N3 1.425, H12 1.098, H13 1.102, H14 1.110
5 C -0.2537 -1.1949 -0.7182  N3 1.479, C6 1.518, H15 1.099, H16 1.080
6 C -0.0154 -2.0786 0.4925  C5 1.518, H17 1.083, H18 1.092, H19 1.086
7 H 0.6835 1.7603 1.7475  C1 1.083
8 H 1.4225 0.2375 1.6789  C1 1.079
9 H 2.3040 1.7822 1.1352  C1 1.099
10 H 0.5385 2.0532 -0.6341  C2 1.087
11 H 1.6381 0.6208 -0.9217  C2 1.088
12 H -2.0661 0.8353 -1.4598  C4 1.098
13 H -1.6431 1.8270 -0.0256  C4 1.102
14 H -2.3382 0.3431 0.2486  C4 1.110
15 H 0.5959 -1.2239 -1.4145  C5 1.099
16 H -1.1336 -1.4588 -1.2866  C5 1.080
17 H 1.0368 -2.0208 0.7411  C6 1.083
18 H -0.5669 -1.7020 1.3566  C6 1.092
19 H -0.4714 -3.0638 0.4539  C6 1.086

Atomic partial charges in e from the Löwdin method, atoms 1 to 4:
1. C -0.0858
2. C -0.2243
3. N -0.2705
4. C -0.1296

***

A cluster of 2 separate species, C5H13N in total. Source: the OMol25 dataset; level of theory: the ωB97M-V functional and the def2-TZVPD basis.

* lowest unoccupied orbital energy: -0.05438 Ha

Bonds (Å) are listed after each position.
Element x y z (Å)
1 C 2.7434 -0.2426 0.0687  N2 1.428, H7 1.068, H8 1.097, H9 1.058
2 N 1.5442 -0.6033 -0.6186  C1 1.428
3 C -1.3501 -1.1759 0.3808  C4 1.450, H10 1.193, H11 1.112, H12 1.136
4 C -1.4577 0.2593 0.2025  C3 1.450, C5 1.531, C6 1.526, H13 1.128
5 C -0.4590 1.0078 1.0892  C4 1.531, H14 1.104, H15 1.132, H16 1.129
6 C -1.1237 0.6212 -1.2415  C4 1.526, H17 1.099, H18 1.151, H19 1.116
7 H 3.2726 -1.0925 0.4405  C1 1.068
8 H 2.5104 0.4878 0.8536  C1 1.097
9 H 3.0883 0.2417 -0.8060  C1 1.058
10 H -0.2321 -1.5454 0.1883  C3 1.193
11 H -1.4337 -1.2721 1.4859  C3 1.112
12 H -2.2081 -1.7807 -0.0522  C3 1.136
13 H -2.4560 0.7713 0.3148  C4 1.128
14 H -0.6833 1.0485 2.1697  C5 1.104
15 H -0.4072 2.0954 0.7801  C5 1.132
16 H 0.5715 0.5906 0.8932  C5 1.129
17 H -1.3053 1.6396 -1.6130  C6 1.099
18 H -1.5974 -0.1253 -1.9782  C6 1.151
19 H -0.0469 0.3451 -1.3447  C6 1.116

Atomic partial charges in e from the Löwdin method, atoms 1 to 4:
1. C -0.2122
2. N 0.0998
3. C -0.1228
4. C -0.5581

***

A cluster of 2 separate species, C5H13N in total. Source: the OMol25 dataset; level of theory: the ωB97M-V functional and the def2-TZVPD basis.

* lowest unoccupied orbital energy (spin up / spin down): -0.22321 / -0.33988 Ha
* multiplicity: 2
* net charge: +1
* <S²>: 0.753

Bonds (Å) are listed after each position.
Element x y z (Å)
1 C -0.0733 0.5469 -3.8819  C2 1.538, H4 1.117, H5 1.100, H6 1.089
2 C -0.9283 0.0430 -2.7074  C1 1.538, C3 1.370, H7 1.087
3 C -2.2500 -0.2485 -2.9195  C2 1.370, H8 1.090, H9 1.095
4 H -0.2633 1.5922 -4.2285  C1 1.117
5 H 0.9653 0.7595 -3.5888  C1 1.100
6 H 0.0611 -0.1684 -4.6922  C1 1.089
7 H -0.4680 0.1947 -1.7346  C2 1.087
8 H -2.9983 -0.0442 -2.1535  C3 1.090
9 H -2.4855 -0.7222 -3.8784  C3 1.095
10 C 0.9496 0.7941 3.0148  C11 1.529, H13 1.107, H14 1.101, H15 1.098
11 C 1.2388 -0.6569 3.3998  C10 1.529, N12 1.506, H16 1.111, H17 1.092
12 N 0.5615 -1.5684 2.4100  C11 1.506, H18 1.017, H19 1.015
13 H -0.1193 1.0637 3.1140  C10 1.107
14 H 1.4005 1.5735 3.6492  C10 1.101
15 H 1.2710 1.1009 2.0107  C10 1.098
16 H 2.3118 -0.9178 3.5204  C11 1.111
17 H 0.7542 -0.8073 4.3668  C11 1.092
18 H 0.4924 -0.9102 1.6372  N12 1.017
19 H -0.4202 -1.6245 2.6619  N12 1.015

Atomic partial charges in e from the Löwdin method, atoms 1 to 4:
1. C -0.0215
2. C 0.0328
3. C 0.2508
4. H 0.1340